The following is a quantum chemistry calculation of a molecular structure, C3H8N4, from OMol25.

Geometry as ORCA input:
```
! RIJCOSX wB97M-V def2-TZVPD def2/J DEFGRID3
* xyz 0 1
H 2.511 0.255 0.565
N 0.848 -0.896 -0.503
N -1.567 -1.540 -0.239
H 2.779 -1.515 0.409
H 1.188 1.358 0.934
H -0.634 -2.020 0.566
N 0.002 0.188 -0.861
C 0.713 1.514 -0.126
C 2.139 -0.780 -0.033
C -1.425 -0.116 -0.332
H -0.122 2.314 0.068
H -2.448 -1.522 0.250
N -2.246 0.768 -0.058
H 1.386 1.691 -1.029
H -3.122 0.302 0.390
*
```

Summary:
Molar mass   100.13 g/mol
LUMO   0.6 eV
HOMO-LUMO gap   9.731 eV
Calculated total energy   -9195.2910 eV
HOMO   -9.15 eV
Energy relative to the best compared isomer or geometry (same formula, charge and spin)   6.342 eV

=====

The following is a quantum chemistry calculation of 15 unconnected molecules or ions with the total composition C57H76BrN17OP, from OMol25.

Geometry as ORCA input:
```
! RIJCOSX wB97M-V def2-TZVPD def2/J DEFGRID3
* xyz 1 1
H 2.713 -6.080 -5.682
H -0.315 2.443 -3.222
N 0.785 -7.673 4.929
N -5.391 4.331 -0.476
C 2.818 -0.466 -8.911
C 1.901 -7.085 6.750
H 1.313 0.134 -1.741
H 7.099 1.609 -3.826
H 5.663 -4.837 -2.763
N 1.392 3.235 -1.310
C 3.431 -5.513 -5.113
O -1.550 3.107 -0.374
H -7.114 3.378 3.089
C -1.269 -0.326 -7.142
Br 1.677 4.233 -2.865
C 6.156 1.189 -3.521
H -1.964 -6.716 3.706
C 2.406 -3.433 -0.609
P -1.802 2.164 -1.454
H 5.159 -11.061 7.973
C 4.959 -4.918 -3.574
C 4.158 -5.954 -3.973
C 4.459 -0.248 -3.169
H 5.075 2.883 -2.559
H -0.952 -0.562 -8.142
H -3.001 8.719 6.349
H 0.963 -5.863 3.822
C -1.716 -7.804 1.762
N -0.383 0.134 -6.210
C 1.200 -6.385 4.732
H -8.395 -0.704 2.428
H -8.303 1.265 4.294
H 0.977 -9.096 6.507
C 5.430 7.326 -0.069
H 0.927 3.794 -0.590
C -3.465 7.773 6.130
C 5.713 -0.155 -3.705
N -0.354 1.909 -2.352
N 1.989 -11.742 7.726
C 2.144 -2.709 0.526
H -6.586 2.681 0.748
C 4.881 2.703 2.163
H -6.475 5.998 2.104
C 0.758 2.044 -1.585
H 2.742 0.559 -8.588
C 3.435 -11.398 9.364
H 4.304 3.287 2.861
H -2.760 2.603 -2.379
H 5.865 7.291 0.916
H 0.599 0.279 -6.366
H 2.856 -2.474 1.300
H -0.851 -4.662 2.337
C -4.203 5.656 6.304
C -4.253 4.366 0.296
H 4.553 8.573 -3.007
C -1.084 -5.662 2.012
H 6.255 -0.958 -4.177
C -2.360 0.034 -5.216
H -2.103 -8.790 1.956
C -9.373 7.912 1.168
N 4.122 0.980 -2.663
C -7.940 1.316 3.281
H -3.138 0.096 -4.472
H 1.134 -11.939 7.240
H -0.515 0.718 -4.171
H 3.311 -3.899 -0.960
H -7.258 0.328 0.199
H 3.773 -1.079 -3.099
H -3.410 -0.729 -7.041
N 1.769 -1.336 -8.763
H 3.507 -3.532 -6.138
H 1.283 -11.846 9.737
H 3.263 1.215 -2.213
H -8.692 11.129 1.045
H 3.859 -11.288 10.347
H -9.883 6.975 1.314
H -6.671 9.494 0.291
C -6.410 4.981 0.174
C 4.771 6.299 -0.686
H 4.812 -0.740 -9.747
N -8.080 7.951 0.719
C -4.553 5.053 1.441
H 3.296 -11.493 6.059
H 3.876 6.197 -2.598
C 5.431 8.431 -0.963
N -0.818 -6.065 0.732
C -7.418 0.781 1.163
C -7.988 0.285 2.305
H 1.423 -3.388 -9.239
C 5.151 1.858 -2.882
H 0.231 -1.770 1.226
H 5.190 -2.974 -4.368
C 0.244 -2.853 -0.676
C 6.251 2.352 2.273
H -10.764 9.503 1.705
C 0.770 -2.341 0.486
C 2.125 -11.682 9.087
H -7.390 5.055 -0.270
C -3.517 6.631 6.975
H -7.521 7.149 0.493
H 5.866 9.400 -0.792
H -3.100 6.539 7.963
C -4.121 7.454 4.972
C -1.039 0.358 -5.031
N 4.739 -3.868 -4.425
N -7.029 2.070 1.410
H -3.867 5.253 2.248
N 1.249 -3.515 -1.334
H 0.253 -8.215 4.272
H 4.553 5.297 -0.354
H -5.472 3.899 -1.378
C -2.506 -0.399 -6.560
H -2.217 0.905 -1.006
C 2.117 -2.565 -9.258
C 1.206 -8.104 6.159
C 3.812 -4.223 -5.369
H 4.103 -6.922 -3.505
C 3.848 -1.149 -9.499
N -4.564 6.163 5.085
H -3.322 3.905 -0.020
C -9.790 9.202 1.357
C 3.196 -11.494 7.131
H 6.923 2.617 3.071
N 4.376 6.742 -1.924
H 2.355 -5.028 5.990
C -8.706 10.052 1.011
C -1.643 -6.718 2.677
H -0.752 -2.808 -1.086
H -4.311 8.031 4.083
H 3.442 2.191 0.536
H -5.077 5.664 4.381
C -5.919 5.443 1.365
C -7.342 2.402 2.699
H -1.065 -7.874 -0.370
H 5.400 1.009 -0.483
C 4.772 8.042 -2.097
C 1.898 -5.992 5.843
C -1.197 -7.370 0.571
H 1.654 0.924 -0.175
C 6.575 1.609 1.168
C 4.419 2.160 0.993
H -4.464 4.651 6.586
H 2.361 -7.119 7.724
H 0.882 -1.111 -8.357
C 4.115 -11.280 8.121
C -7.666 9.252 0.624
H 1.155 -3.991 -2.215
N 1.271 0.936 -1.119
H 7.503 1.154 0.868
N 5.457 1.497 0.394
H 3.962 -3.283 -10.168
H -0.407 -5.487 0.022
C 3.402 -2.480 -9.720
*
```

Summary:
Molar mass   1126.23 g/mol
LUMO   -6.3 eV
HOMO-LUMO gap   2.786 eV
Calculated total energy   -167040.0012 eV
HOMO   -9.08 eV

=====

The following is a quantum chemistry calculation of a molecular structure, C37H38CsN4O7, from OMol25.

Geometry as ORCA input:
```
! RIJCOSX wB97M-V def2-TZVPD def2/J DEFGRID3
* xyz -1 1
H 3.750 -2.397 -0.807
Cs -1.245 1.258 -0.767
H 3.380 -4.671 -3.574
C 1.274 0.725 4.351
C -3.046 2.800 -5.884
C 0.326 -2.421 -1.390
C -2.072 2.480 -4.987
C -1.469 4.101 2.261
C 1.481 -1.822 0.736
N 0.882 -0.692 0.920
C 3.649 -2.959 1.265
H -4.856 3.920 -6.267
C -4.109 3.660 -5.530
H -0.385 -1.163 5.387
C 0.743 -2.985 -2.609
H -3.944 5.959 -0.895
C 1.025 -0.203 3.350
C -1.258 -2.186 -3.625
H 0.260 -3.299 -4.681
H -2.217 1.904 6.315
H 1.840 -3.433 -0.398
C -0.889 -1.779 -1.217
H 1.917 -4.460 2.928
H 1.253 -1.849 5.557
C 1.819 2.380 2.706
O -3.089 2.342 -7.173
H 6.010 -4.784 2.885
H -2.090 0.535 -6.945
C -1.640 -1.658 -2.403
H 2.303 -4.564 4.665
H -5.021 4.730 -3.977
O -2.609 4.573 1.590
N -2.008 1.742 2.460
H 2.123 3.385 2.440
H -2.695 -0.237 5.080
N 2.477 -2.311 1.601
O -3.027 3.560 -0.881
H -0.072 -2.850 4.910
C 6.108 -4.233 0.794
C -1.821 2.974 4.492
H -0.641 3.863 1.579
N 1.221 -2.646 -0.299
H -2.299 1.172 -8.598
C -2.081 1.437 -7.565
H 1.723 -4.997 -4.140
H 1.678 1.719 0.667
H -1.089 1.895 -7.507
H 5.879 -3.526 -1.216
O -1.091 2.788 -2.902
H 1.156 0.446 5.389
O 0.627 -1.496 3.608
O 1.970 -3.642 -2.588
H -1.892 -2.077 -4.501
C -4.175 4.109 -4.242
C 4.316 -3.665 2.285
C 1.670 2.014 4.034
H 3.100 -5.666 3.512
C 1.183 0.135 1.992
O 3.755 -3.696 3.551
C 1.571 1.452 1.711
H -2.600 -1.138 -2.364
H -2.492 -0.244 2.616
H -5.304 4.853 -0.919
C -2.421 0.672 4.561
H -1.612 3.923 4.969
H -1.124 4.902 2.922
H 2.528 -3.472 -4.578
C -4.492 5.258 -1.525
C -1.767 2.882 3.104
H -2.757 4.104 0.745
C 5.532 -4.274 2.058
C -3.528 4.132 -1.862
C -2.082 2.989 -3.639
C 4.236 -2.928 0.000
C 0.345 -1.845 4.943
C 2.706 -4.656 3.658
C 2.412 -4.221 -3.788
H 1.855 2.727 4.828
C -2.320 0.669 3.177
C -0.050 -2.875 -3.736
H -4.902 5.796 -2.372
C 5.447 -3.569 -0.224
C -3.253 3.762 -3.224
H -1.234 1.844 -5.232
C -2.159 1.855 5.234
H 2.337 -2.123 2.580
H 7.060 -4.712 0.611
*
```

Summary:
Molar mass   783.64 g/mol
LUMO   2.1 eV
HOMO-LUMO gap   5.523 eV
Calculated total energy   -59826.3208 eV
HOMO   -3.44 eV
Energy relative to the best compared isomer or geometry (same formula, charge and spin)   0.198 eV

=====

The following is a quantum chemistry calculation of 3 unconnected molecules or ions with the total composition C5H16O2, from OMol25.

Geometry as ORCA input:
```
! RIJCOSX wB97M-V def2-TZVPD def2/J DEFGRID3
* xyz 0 1
O 3.077 2.185 3.000
H -2.173 -4.090 -0.421
H -3.591 0.086 -1.384
C -2.499 -1.994 -0.879
H -3.401 -1.929 -0.277
H -0.683 -3.934 1.499
H -1.927 -2.883 1.732
C -2.618 0.491 -1.423
H -0.755 -3.237 -1.077
H 4.038 2.052 3.000
H -0.967 -0.956 -1.568
C -1.104 -3.133 1.051
H 5.312 4.727 -0.223
H 2.849 1.291 2.915
H -2.343 1.010 -2.379
H 4.741 4.734 -1.889
C -1.694 -0.724 -0.842
H -0.337 -2.352 1.161
H -1.233 -0.567 0.187
H -2.483 1.190 -0.600
H -2.926 -2.133 -1.806
C -1.640 -3.155 -0.421
O 4.824 5.075 -0.973
*
```

Summary:
Molar mass   108.18 g/mol
LUMO   0.6 eV
HOMO-LUMO gap   11.298 eV
Calculated total energy   -9537.8378 eV
HOMO   -10.65 eV
Energy relative to the best compared isomer or geometry (same formula, charge and spin)   1.992 eV

=====

The following is a quantum chemistry calculation of a molecular structure, C28H41BrN2P2SSn, from OMol25.

Geometry as ORCA input:
```
! RIJCOSX wB97M-V def2-TZVPD def2/J DEFGRID3
* xyz 4 1
C -0.339 1.358 4.534
H -0.664 -5.507 -0.362
H -4.808 -3.977 1.862
C 1.290 -0.103 4.896
C -0.644 7.637 -4.494
H -4.995 -3.528 0.136
H 2.308 0.709 6.681
C -4.329 -3.989 0.883
H 3.500 0.740 1.475
C -0.678 6.591 -3.556
N -0.820 7.421 -5.796
C -2.505 2.588 -0.781
C 1.529 0.787 5.944
H 0.760 -4.948 -1.255
Br -2.829 0.627 2.652
H -1.270 6.135 -7.323
H 5.293 -1.032 1.051
C -2.710 -1.370 -1.362
H -3.136 -0.418 -3.289
H -3.098 -2.281 1.532
H 2.962 -4.491 1.123
C 4.933 -0.781 2.068
H -2.266 -3.871 1.468
H -3.609 -0.965 -0.867
H 3.884 -1.954 -0.014
H -3.163 2.602 -1.659
P -2.443 -3.102 -0.843
C -1.098 6.197 -6.247
H 5.634 -0.021 2.458
C -0.599 -3.340 -0.702
H -3.750 -2.018 -3.167
H -0.423 6.839 -2.525
S 0.365 2.057 5.949
C 2.857 -1.619 -0.261
H -0.083 2.347 2.262
H -0.202 -3.114 0.303
H -4.087 2.097 0.556
H -0.123 -2.649 -1.401
C -3.013 2.183 0.451
N 0.266 0.298 4.056
H 3.712 0.230 -1.046
H 3.003 -0.881 -2.315
H 5.038 -1.666 2.722
H 3.235 0.076 3.125
H -1.268 1.802 4.162
H 1.840 -1.030 4.695
C -0.695 3.286 -2.233
H -1.850 -0.765 -0.969
H 2.345 -2.478 -0.710
C 2.309 -2.817 2.408
C 3.510 -0.183 2.084
H 2.020 0.165 -1.419
H -0.456 8.671 -4.192
C 2.920 -0.484 -1.290
H -1.302 4.100 -5.858
C -0.907 5.269 -4.021
H 0.825 3.095 0.040
Sn 0.012 0.584 -0.820
C -0.782 2.378 1.432
P 2.086 -1.244 1.378
C -0.186 2.664 0.127
C -1.138 2.856 -0.971
H 4.275 -3.402 1.596
H -0.797 -5.030 -2.079
H -2.021 -1.785 -3.439
C -0.314 -4.786 -1.119
C 3.336 -3.857 1.939
H -4.199 -5.043 0.633
C -2.890 -1.399 -2.895
C -3.006 -3.231 0.966
C -0.787 4.142 -3.119
H 3.609 -4.545 2.757
H 1.320 -3.308 2.458
C -2.115 1.912 1.508
H 2.574 -2.513 3.439
C -1.154 5.081 -5.409
*
```

Summary:
Molar mass   698.28 g/mol
LUMO (alpha / beta)   -15.5 / -14.5 eV
HOMO-LUMO gap (alpha / beta)   2.178 / 3.152 eV
Calculated total energy   -137918.4487 eV
HOMO (alpha / beta)   -17.66 / -17.66 eV
Energy relative to the best compared isomer or geometry (same formula, charge and spin)   0.000 eV

=====

The following is a quantum chemistry calculation of 16 unconnected molecules or ions with the total composition C34H42Br2Cl45F6N2O5, from OMol25.

Geometry as ORCA input:
```
! RIJCOSX wB97M-V def2-TZVPD def2/J DEFGRID3
* xyz 1 1
H -1.741 -1.245 2.550
H -0.069 -3.576 -1.553
H -3.948 3.348 -7.794
Cl 6.914 -3.526 4.290
H -6.103 0.314 -3.273
C -6.352 6.762 -4.092
Cl -9.813 3.041 7.963
Cl 4.283 -2.778 5.267
F 0.515 2.537 1.111
H -11.669 -6.326 7.145
Cl 10.025 -0.690 -0.630
Cl 8.077 -0.021 -4.564
F 1.872 2.437 4.212
H 5.384 -4.848 5.456
H 8.760 1.232 -0.215
O 1.192 -1.814 -0.062
H 2.030 -1.816 -2.314
H -3.324 -2.392 1.415
N 2.539 -2.024 2.264
C -4.525 -0.977 3.870
Cl 5.979 -0.666 -7.322
Cl -4.044 1.350 -2.991
H 1.971 -4.016 1.708
N -5.081 -1.413 2.637
H 3.465 -2.035 -1.632
Cl 10.516 1.407 1.312
C -3.249 -1.398 1.012
F 3.312 0.443 3.176
C 1.536 4.520 1.712
C 5.306 -4.104 4.675
H 2.897 -4.286 -1.385
H 1.684 -4.845 -0.325
O -4.667 0.132 4.247
Cl -9.899 0.778 6.146
Cl -3.444 3.554 7.834
C -3.773 -1.945 4.708
C 3.487 -2.114 -0.569
C 2.254 0.898 2.483
Br -0.689 -3.480 1.242
Cl -7.193 5.300 -3.570
O 1.582 5.505 2.581
H 4.311 -2.770 -0.340
C 1.313 -2.452 -2.795
O 1.925 4.601 0.617
F 3.198 2.954 2.684
H -1.042 -1.089 -0.305
C -8.914 1.679 7.301
C -10.723 -6.052 6.702
H 1.615 -2.752 -3.773
Cl 8.117 -0.212 1.515
Cl 4.554 -4.857 3.262
H 5.150 4.019 -7.431
Cl 6.669 -2.567 -2.589
C 1.974 -3.994 -0.924
Cl -7.467 -2.016 5.756
C -4.512 3.011 -6.943
Cl -5.974 0.553 -0.954
H 0.477 -1.804 -2.977
C -2.928 2.309 6.696
H -6.721 7.592 -3.507
Cl 9.822 2.294 -4.640
Cl 1.660 -1.956 -6.648
Cl -6.679 7.094 -5.792
H 3.630 -3.580 1.390
Cl 2.283 8.611 -4.687
H 2.758 -2.312 3.216
C 0.919 -3.676 -1.941
H -5.257 -0.707 0.726
Cl -7.628 -4.123 3.768
Cl 7.603 -5.317 -2.496
Cl 4.662 6.081 -6.434
Cl -6.210 3.384 -7.222
H 1.517 7.038 -3.130
F -0.052 3.397 2.996
Cl -2.020 1.040 7.526
Cl 3.119 0.350 -5.701
C 5.490 0.122 -8.821
Cl -5.886 -4.426 6.068
Cl -1.960 3.010 5.396
C 0.332 -1.794 1.023
C 2.616 -3.225 1.383
Cl 7.995 -3.554 -0.221
H 1.672 5.125 3.460
O 0.226 0.312 3.477
C 1.106 -0.062 2.805
Br 0.802 -5.235 -3.147
H -6.059 -1.169 2.705
Cl 0.402 8.998 -2.510
Cl 8.958 1.056 -7.114
H 8.864 -3.350 -2.387
C -0.726 -0.768 0.672
C 1.513 -0.291 -6.089
H -2.735 -1.680 4.811
C -5.303 0.216 -2.554
C 1.054 7.848 -3.676
Cl -10.386 -7.166 5.378
Cl -9.472 -6.164 7.943
C 1.122 -1.505 2.320
Cl 4.261 5.255 -9.207
Cl -8.342 0.620 8.590
H -8.219 -4.219 6.032
Cl 0.378 -0.206 -4.721
H -2.168 0.233 1.815
H -3.236 -1.433 -0.061
H -4.210 -1.930 5.691
C 8.512 1.443 -5.453
Cl -4.275 1.265 -6.787
H 3.710 -1.180 -0.074
C 0.947 3.143 2.183
Cl -10.850 -4.396 6.104
Cl -4.699 -1.445 -2.645
C 2.237 -2.784 -0.017
C 2.044 2.346 2.931
H -3.802 1.861 6.253
H -4.285 0.353 1.786
H -0.306 0.215 0.535
H 0.651 -2.076 3.095
C 9.289 0.528 0.412
Cl 6.930 5.379 -8.080
C -1.951 -0.802 1.595
H 3.209 -1.344 1.905
Cl -0.235 7.165 -4.666
C 5.233 5.049 -7.748
Cl -3.918 3.852 -5.509
Cl 4.468 1.524 -8.490
H -3.864 -2.950 4.348
H -8.051 2.067 6.777
H 7.648 2.093 -5.475
C -7.411 -3.759 5.481
Cl 4.665 -1.011 -9.885
C -4.494 -0.669 1.500
H 1.099 0.299 -6.894
F 2.584 0.797 1.217
C 7.912 -3.662 -1.981
H 6.382 0.472 -9.322
Cl -4.617 6.617 -3.809
*
```

Summary:
Molar mass   2427.90 g/mol
LUMO   -3.4 eV
HOMO-LUMO gap   7.759 eV
Calculated total energy   -769046.9549 eV
HOMO   -11.19 eV

=====

Q: molar mass of number 6 (C34H42Br2Cl45F6N2O5)?
A: 2427.90 g/mol